Here is one molecule with the formula C5H10N2O2 from the OMol25 dataset. Energies are from ωB97M-V with the def2-TZVPD basis set.

```
19
Properties=species:S:1:pos:R:3:forces:R:3:lowdin_charge:R:1
O -0.159 1.515 2.543 0.1 0.1 0.2 0.010
O 0.192 2.556 0.555 0.0 0.4 0.2 -0.006
N 0.503 -1.652 -0.880 0.1 -0.3 -0.4 -0.039
N 1.622 -1.616 0.018 0.3 0.0 -0.4 -0.045
C -1.574 -0.425 -1.466 -0.1 -0.1 0.0 -0.040
C -0.394 -0.651 -0.612 2.8 3.8 5.8 -0.218
C -0.396 1.416 1.169 -0.5 -0.3 -0.6 -0.464
C 1.399 -0.566 1.033 -0.2 -0.1 0.5 -0.181
C 0.147 0.149 0.623 -2.3 -3.6 -5.7 -0.066
H 0.459 2.328 -0.341 0.0 -0.2 0.0 0.092
H 0.128 -2.592 -0.978 0.0 0.2 0.1 0.134
H -1.492 1.451 1.013 0.3 0.1 0.0 0.143
H 2.266 0.103 1.093 0.0 -0.2 0.0 0.119
H -2.170 0.413 -1.118 0.0 0.0 0.1 0.076
H -1.240 -0.227 -2.485 -0.1 0.0 -0.1 0.087
H -2.195 -1.320 -1.495 -0.1 0.0 0.0 0.083
H 1.278 -1.047 2.013 0.1 0.2 0.0 0.108
H 2.426 -1.374 -0.560 -0.3 0.0 0.2 0.106
H 0.453 2.251 2.661 0.0 0.0 0.0 0.101
```
Positions in Å, forces in eV/Å.

- gap between HOMO and LUMO (eV) = 8.1
- energy relative to the best compared isomer or geometry (same formula, charge and spin) (kcal per mole) = 85.0
- multiplicity = 1
- SMILES = CC1=C(C(O)O)CNN1

=====

Here is one molecule with the formula C2H3N3 from the OMol25 dataset. Energies are from ωB97M-V with the def2-TZVPD basis set.

```
8
Properties=species:S:1:pos:R:3:forces:R:3:lowdin_charge:R:1
N 0.812 0.881 -0.897 -0.3 0.0 0.0 -0.004
N -0.655 -0.280 0.242 0.0 0.0 0.0 0.063
N 1.455 -0.196 -0.338 -0.1 -0.2 0.2 -0.004
C -0.441 0.815 -0.543 0.0 0.0 -0.1 -0.212
C 0.568 -0.874 0.335 0.1 0.0 0.0 -0.212
H -1.523 -0.582 0.653 0.1 0.0 -0.1 0.144
H -1.217 1.513 -0.825 0.1 -0.1 0.1 0.113
H 0.753 -1.777 0.898 0.0 0.1 -0.1 0.112
```
Positions in Å, forces in eV/Å.

- gap between HOMO and LUMO (eV) = 10.7
- energy relative to the best compared isomer or geometry (same formula, charge and spin) (kcal per mole) = 6.5
- multiplicity = 1
- SMILES = c1nnc[nH]1

=====

What is the formula in the second record?
C2H3N3

=====

Number 1 is which compound?
C5H10N2O2